Record 1
Formula: C20H24BClF24O6PS
Source: the OMol25 dataset
Level of theory: ωB97M-V/def2-TZVPD

Output
- Frontier orbital gap: 6.275 eV
- E: -4849.43476 hartree
- Net charge: -1
- LUMO: 1.624 eV
- Maximum force: 3.236 eV/A

Atoms and positions in Å:
C -1.49 0.70 -3.42
C -2.07 0.08 -4.77
C -2.75 1.18 -5.64
Cl -2.71 0.61 -7.38
C -4.21 1.53 -5.16
O -4.94 0.43 -4.65
B -5.89 0.94 -3.59
S -7.62 0.70 -4.35
O -5.64 2.42 -3.54
C -4.26 2.46 -3.88
P -3.41 4.12 -3.88
O -2.38 4.19 -2.74
H -2.26 0.50 -2.64
H -0.50 0.27 -3.17
H -1.48 1.81 -3.55
H -2.78 -0.72 -4.46
H -1.22 -0.41 -5.30
H -2.15 2.11 -5.56
H -4.70 2.04 -6.02
H -5.64 0.41 -2.54
H -7.45 1.20 -5.62
H -3.80 1.90 -3.02
H -4.36 5.18 -3.78
H -2.68 4.21 -5.12
C 4.09 -1.70 -0.29
C 4.11 -0.17 -0.50
C 2.78 0.54 -0.29
F 1.82 0.12 -1.12
F 2.92 1.87 -0.51
F 4.62 0.10 -1.73
F 5.01 0.34 0.39
O 3.95 -2.52 -1.46
C 2.64 -2.72 -1.92
C 2.40 -2.09 -3.29
F 2.65 -0.78 -3.29
F 1.11 -2.24 -3.64
F 1.77 -2.30 -0.98
F 2.48 -4.06 -2.01
H 5.08 -1.96 0.10
H 3.40 -2.00 0.49
H 2.43 0.41 0.74
H 3.03 -2.56 -4.05
C -4.03 0.22 1.08
C -4.87 -0.98 1.56
C -4.86 -1.32 3.06
F -3.64 -1.64 3.52
F -5.65 -2.40 3.29
F -4.54 -2.07 0.82
F -6.17 -0.69 1.25
O -2.74 -0.02 0.49
C -1.63 -0.15 1.34
C -1.01 -1.56 1.26
F -1.90 -2.52 1.56
F 0.01 -1.67 2.16
F -1.96 0.21 2.59
F -0.72 0.76 0.94
H -4.60 0.65 0.25
H -3.99 1.01 1.83
H -5.25 -0.49 3.65
H -0.62 -1.76 0.26
C 3.52 0.29 5.22
C 4.09 -0.29 3.90
C 4.61 -1.74 3.92
F 5.63 -1.93 4.76
F 5.06 -2.07 2.68
F 5.03 0.55 3.43
F 3.07 -0.26 3.00
O 4.36 1.14 6.03
C 5.24 0.59 6.97
C 6.71 0.88 6.63
F 7.05 0.40 5.42
F 7.52 0.28 7.53
F 4.98 -0.71 7.15
F 4.96 1.20 8.14
H 2.72 0.97 4.90
H 3.02 -0.47 5.82
H 3.81 -2.44 4.18
H 6.90 1.95 6.64

Löwdin atomic charge list, values in e, 2 entries: atom 1 (C): -0.07, atom 2 (C): -0.26



Record 2
Formula: C6H9N3
Source: the OMol25 dataset
Level of theory: ωB97M-V/def2-TZVPD

Output
- Energy relative to the best compared isomer or geometry (same formula, charge and spin): 547.0 kJ/mol
- Frontier orbital gap: 9.572 eV
- E: -398.06708 hartree
- LUMO: 0.627 eV
- Maximum force: 5.851 eV/A

Atoms and positions in Å:
C 0.41 -2.12 -1.60
C -0.10 -1.11 -0.61
C -0.72 0.23 0.88
C -0.04 1.59 1.42
C 1.11 1.16 0.32
C 0.23 0.11 -0.14
H -0.05 -2.10 -2.60
H 1.57 -1.75 -1.56
H 0.20 -3.14 -1.07
H -1.85 -2.38 -0.08
H -0.68 2.31 1.07
H 0.12 1.69 2.53
H 2.05 0.85 0.99
H 1.33 3.14 0.06
H 2.62 1.97 -1.13
N -1.24 -1.49 -0.09
N -1.64 -0.70 0.88
N 1.35 2.22 -0.77

Löwdin atomic charge list, values in e, 2 entries: atom 1 (C): -0.03, atom 2 (C): -0.34



Record 3
Formula: C2H2NO2S
Source: the OMol25 dataset
Level of theory: ωB97M-V/def2-TZVPD

Output
- Structure (SMILES): [O-]N1C=COS1
- Energy relative to the best compared isomer or geometry (same formula, charge and spin): 536.1 kJ/mol
- Frontier orbital gap (alpha / beta): 5.896 / 5.895 eV
- E: -680.70304 hartree
- Net charge: -1
- LUMO (alpha / beta): 4.081 / 4.081 eV
- Maximum force: 4.827 eV/A

Atoms and positions in Å:
C -0.70 -0.54 -0.09
C -0.51 0.78 0.06
N -2.07 -1.08 -0.28
O -2.30 -2.14 0.36
O -1.59 1.54 0.38
S -3.01 0.76 -0.18
H 0.20 -1.11 -0.22
H 0.41 1.17 0.14

Löwdin atomic charge list, values in e, 2 entries: atom 1 (C): -0.17, atom 2 (C): -0.31



Record 4
Formula: C23H55DyN3OP4S
Source: the OMol25 dataset
Level of theory: ωB97M-V/def2-TZVPD

Output
- Multiplicity: 6
- Frontier orbital gap (alpha / beta): 5.850 / 5.585 eV
- E: -3796.63466 hartree
- Net charge: +3
- LUMO (alpha / beta): -9.690 / -9.956 eV
- Maximum force: 3.056 eV/A

Atoms and positions in Å:
Dy -0.11 0.02 -0.40
P 2.06 1.62 0.57
P -1.75 2.20 -0.17
P 0.84 1.76 -2.54
H -0.28 -3.16 -0.08
C 0.50 -3.09 -0.87
C 1.72 -2.61 -0.51
H 2.00 -2.58 0.56
C 2.55 1.41 2.33
C 1.80 3.45 0.67
C 3.76 1.59 -0.15
C -3.37 1.91 -0.98
C -2.37 2.57 1.51
C -1.53 3.96 -0.67
C 2.24 1.00 -3.49
C 1.54 3.47 -2.60
C -0.48 2.11 -3.79
H 0.16 -3.38 -1.87
H 2.43 -2.11 -1.20
H 3.28 0.61 2.44
H 1.67 1.15 2.93
H 2.99 2.33 2.73
H 0.82 3.67 1.11
H 1.86 3.93 -0.31
H 2.58 3.88 1.30
H 4.11 0.55 -0.20
H 4.44 2.15 0.49
H 3.80 2.01 -1.16
H -4.00 2.81 -0.89
H -3.88 1.07 -0.50
H -3.22 1.68 -2.04
H -3.04 3.44 1.47
H -1.54 2.81 2.19
H -2.92 1.71 1.90
H -2.35 4.54 -0.21
H -1.58 4.08 -1.75
H -0.58 4.36 -0.31
H 2.13 1.32 -4.54
H 2.22 -0.10 -3.43
H 3.21 1.36 -3.09
H 1.69 3.74 -3.65
H 2.51 3.51 -2.09
H 0.84 4.18 -2.15
H -0.05 1.95 -4.79
H -0.83 3.16 -3.70
H -1.34 1.43 -3.65
C -0.54 -2.51 -5.25
C -1.65 -2.33 -6.11
C -1.67 -2.97 -7.38
C -0.65 -3.87 -7.75
C 0.33 -4.21 -6.78
C 0.34 -3.60 -5.52
S -0.17 -1.41 -3.88
H -1.20 -1.46 -2.94
H -2.48 -1.68 -5.79
H -2.48 -2.79 -8.10
H -0.65 -4.34 -8.75
H 1.07 -4.97 -7.03
H 1.04 -3.90 -4.74
C -3.07 -0.81 3.71
N -1.72 -0.27 3.97
C -1.77 1.12 4.41
P -0.44 -0.96 3.22
O -0.26 -0.55 1.76
N 0.90 -0.59 4.13
C 2.09 -1.41 3.84
C 0.83 -0.14 5.55
N -0.83 -2.56 3.32
C -0.26 -3.50 2.36
C -1.16 -3.18 4.62
H -3.67 -0.11 3.12
H -3.58 -0.98 4.66
H -3.01 -1.77 3.18
H -1.78 1.18 5.51
H -0.94 1.74 4.05
H -2.71 1.58 4.07
H 2.96 -0.96 4.31
H 1.99 -2.44 4.21
H 2.27 -1.43 2.75
H 0.70 0.96 5.63
H 0.01 -0.64 6.12
H 1.78 -0.39 6.04
H 0.84 -3.56 2.39
H -0.68 -4.51 2.47
H -0.55 -3.16 1.36
H -0.28 -3.32 5.25
H -1.91 -2.59 5.16
H -1.61 -4.17 4.43

Löwdin atomic charge list, values in e, 2 entries: atom 1 (Dy): 1.22, atom 2 (P): 0.73



Record 5
Formula: C12H35CdN3O5
Source: the OMol25 dataset
Level of theory: ωB97M-V/def2-TZVPD

Output
- Energy relative to the best compared isomer or geometry (same formula, charge and spin): 0.0 kJ/mol
- Multiplicity: 2
- Frontier orbital gap (alpha / beta): 9.669 / 5.548 eV
- E: -1185.98221 hartree
- Net charge: +1
- LUMO (alpha / beta): -1.946 / -6.033 eV
- Maximum force: 4.051 eV/A

Atoms and positions in Å:
Cd -0.33 0.01 -0.61
O 1.60 0.48 -0.23
H 2.53 0.35 0.03
O -1.41 0.73 0.86
H -1.93 1.53 1.04
C 1.00 -2.92 -3.63
C 0.21 -2.42 -2.46
C 0.79 -2.76 -1.07
O -0.12 -2.06 -0.07
C -0.30 -2.84 1.13
N 0.32 -0.96 -2.64
H 2.00 -3.15 -3.25
H 0.93 -2.28 -4.50
H 0.49 -3.85 -3.87
H -0.86 -2.64 -2.39
H 1.84 -2.49 -0.89
H 0.82 -3.83 -0.92
H -0.98 -2.44 1.88
H 0.61 -2.96 1.72
H -0.63 -3.86 0.95
H 1.30 -0.72 -2.76
H -0.04 -0.72 -3.55
C -2.73 2.69 -3.03
C -2.34 1.53 -2.10
C -2.82 0.13 -2.59
O -2.26 -0.82 -1.70
C -3.17 -1.81 -1.28
N -0.87 1.49 -1.96
H -2.50 3.65 -2.57
H -3.77 2.60 -3.36
H -2.05 2.78 -3.88
H -2.79 1.72 -1.12
H -2.44 -0.12 -3.58
H -3.89 0.28 -2.65
H -4.18 -1.50 -1.02
H -2.63 -2.45 -0.57
H -3.24 -2.51 -2.12
H -0.58 1.35 -2.91
H -0.54 2.42 -1.74
C 1.14 -0.02 3.34
C 1.23 1.54 3.17
C 2.57 2.12 3.63
O 2.76 2.02 5.04
C 3.58 2.99 5.64
N 0.89 1.89 1.80
H 1.94 -0.53 2.80
H 0.22 -0.48 3.00
H 1.45 -0.34 4.33
H 0.52 1.93 3.90
H 2.48 3.19 3.45
H 3.45 1.70 3.13
H 3.11 3.96 5.48
H 4.61 2.91 5.28
H 3.61 2.74 6.70
H 1.39 1.33 1.13
H 0.00 1.44 1.61

Löwdin atomic charge list, values in e, 2 entries: atom 1 (Cd): 1.32, atom 2 (O): -0.41



Record 6
Formula: CH6BNOS
Source: the OMol25 dataset
Level of theory: ωB97M-V/def2-TZVPD

Output
- Multiplicity: 3
- Frontier orbital gap (alpha / beta): 5.961 / 7.855 eV
- E: -594.52378 hartree
- LUMO (alpha / beta): 0.590 / -2.312 eV
- Maximum force: 3.895 eV/A

Atoms and positions in Å:
B -0.50 0.25 0.21
C -1.16 -1.05 -0.54
N 1.71 1.14 0.74
O 0.78 0.34 0.02
S 1.98 2.77 0.14
H -1.14 1.05 0.71
H -1.76 -0.56 -1.31
H -1.85 -1.39 0.15
H -0.34 -1.80 -0.91
H 1.49 1.19 1.67
H 2.35 2.23 -1.09

Löwdin atomic charge list, values in e, 2 entries: atom 1 (B): -0.36, atom 2 (C): -0.04



Record 7
Formula: C5H8N2
Source: the OMol25 dataset
Level of theory: ωB97M-V/def2-TZVPD

Output
- Structure (SMILES): C[C@H]1CN=C=CN1
- Energy relative to the best compared isomer or geometry (same formula, charge and spin): 302.7 kJ/mol
- Frontier orbital gap: 8.712 eV
- E: -304.72019 hartree
- LUMO: 0.340 eV
- Maximum force: 0.826 eV/A

Atoms and positions in Å:
C 0.15 1.39 0.39
C -0.50 0.15 -0.38
C -1.45 -0.65 0.52
N 0.45 -0.77 -1.02
C 1.66 -0.96 -0.29
C 2.02 0.24 0.15
N 1.61 1.41 0.21
H -0.14 1.36 1.44
H -1.10 0.59 -1.19
H -0.22 2.34 0.00
H -1.71 -1.59 0.02
H -0.99 -0.89 1.49
H -2.37 -0.09 0.72
H 0.55 -0.59 -2.01
H 2.04 -1.94 -0.06

Löwdin atomic charge list, values in e, 2 entries: atom 1 (C): -0.15, atom 2 (C): -0.34



Record 8
Formula: C17H19N5O2Pt
Source: the OMol25 dataset
Level of theory: ωB97M-V/def2-TZVPD

Output
- Energy relative to the best compared isomer or geometry (same formula, charge and spin): 318.3 kJ/mol
- Multiplicity: 5
- Frontier orbital gap (alpha / beta): 8.294 / 5.853 eV
- E: -1200.83134 hartree
- Net charge: +4
- LUMO (alpha / beta): -13.050 / -17.535 eV
- Maximum force: 7.886 eV/A

Atoms and positions in Å:
N -2.81 -0.89 -0.35
C -3.79 -1.49 -0.26
C -5.02 -2.25 -0.13
H -4.84 -3.28 -0.46
H -5.77 -1.79 -0.77
H -5.38 -2.23 0.90
N 0.17 2.76 -0.24
C 0.25 3.91 -0.23
C 0.43 5.31 0.01
H -0.36 5.83 -0.53
H 1.42 5.58 -0.36
H 0.38 5.49 1.09
N 2.26 -1.50 -1.02
C 3.17 -2.14 -1.32
C 4.28 -3.00 -1.65
H 5.11 -2.82 -0.97
H 4.60 -2.79 -2.67
H 3.97 -4.04 -1.57
Pt -0.11 0.08 -0.65
C 1.50 0.40 0.44
O 2.25 0.62 1.31
C -1.28 0.69 0.83
O -1.71 0.95 1.88
C -1.73 0.59 -2.32
C -1.16 -0.67 -2.55
C 0.23 -0.78 -2.75
C 1.04 0.37 -2.71
C 0.45 1.62 -2.54
C -0.93 1.73 -2.35
H -2.81 0.70 -2.23
H -1.80 -1.54 -2.67
H 0.67 -1.74 -3.04
H 2.10 0.30 -2.94
H 1.08 2.49 -2.53
H -1.39 2.69 -2.18
N 1.17 -2.26 1.43
C 0.92 -3.31 2.27
C -0.44 -3.31 2.53
C -0.95 -2.18 1.84
N 0.04 -1.55 1.20
H 2.10 -1.97 1.10
H 1.74 -3.89 2.68
H -0.97 -3.99 3.14
H -1.98 -1.82 1.78

Löwdin atomic charge list, values in e, 2 entries: atom 1 (N): 0.09, atom 2 (C): -0.15



Record 9
Formula: C3H3N3OS
Source: the OMol25 dataset
Level of theory: ωB97M-V/def2-TZVPD

Output
- Energy relative to the best compared isomer or geometry (same formula, charge and spin): 469.0 kJ/mol
- Frontier orbital gap: 9.251 eV
- E: -753.67416 hartree
- LUMO: -0.873 eV
- Maximum force: 6.799 eV/A

Atoms and positions in Å:
C -1.36 1.06 0.46
C 1.27 -0.72 -0.79
C 0.20 -1.77 -0.59
H 0.71 2.46 1.88
H 2.37 -0.81 -1.25
H 0.50 -2.77 -0.96
N -0.34 0.01 0.24
N 0.92 0.44 -0.15
N -0.85 -1.21 -0.05
O -2.52 0.82 0.14
S -0.88 2.48 1.07

Löwdin atomic charge list, values in e, 2 entries: atom 1 (C): -0.95, atom 2 (C): -0.11



Record 10
Formula: C3H7NSi
Source: the OMol25 dataset
Level of theory: ωB97M-V/def2-TZVPD

Output
- Energy relative to the best compared isomer or geometry (same formula, charge and spin): 164.4 kJ/mol
- Frontier orbital gap: 9.545 eV
- E: -462.67451 hartree
- LUMO: 0.324 eV
- Maximum force: 4.607 eV/A

Atoms and positions in Å:
C -2.50 -0.12 -0.07
C 0.20 -1.89 0.11
C -0.13 1.78 0.30
N -3.56 -0.34 0.30
Si -0.79 0.28 -0.64
H 0.56 -2.23 -0.97
H 0.90 -1.83 0.93
H -0.70 -2.58 0.46
H -0.69 2.02 1.14
H 0.88 1.67 0.63
H 0.08 2.69 -0.26
H -0.41 0.06 -2.02

Löwdin atomic charge list, values in e, 2 entries: atom 1 (C): -0.37, atom 2 (C): -0.16



Record 11
Formula: C36H47ClF9N3O26P2
Source: the OMol25 dataset
Level of theory: ωB97M-V/def2-TZVPD

Output
- Structure (SMILES): CCOCCCCC[C@@]1(CC)[C@H](P(O)Cl)C(=O)N[C@]1([PH2]=N)N(C(=O)F)C(=O)F.O=C1OC[C@@H](F)O1.O=C1OC[C@@H](F)O1.O=C1OC[C@@H](F)O1.O=C1OC[C@@H](F)O1.O=C1OC[C@@H](F)O1.O=C1OC[C@@H](F)O1.O=C1OC[C@@H](F)O1
- Frontier orbital gap: 6.609 eV
- E: -5561.82776 hartree
- LUMO: -2.193 eV
- Maximum force: 9.961 eV/A

Atoms and positions in Å:
C 4.88 -2.05 1.46
C 4.91 -1.59 -0.13
O 5.97 -0.55 -0.23
C 5.37 0.77 -0.61
C 4.62 1.53 0.65
C 3.13 2.04 0.19
C 1.93 0.99 0.73
C 0.70 1.14 -0.31
C -0.81 0.81 0.17
C -1.60 1.61 1.34
C -0.69 2.19 2.59
C -1.68 1.29 -1.17
P -1.71 3.07 -1.77
O -0.72 3.12 -3.24
Cl -0.74 4.46 -0.48
C -3.15 0.66 -0.80
O -4.40 1.14 -1.00
N -2.79 -0.67 -0.13
C -1.32 -0.79 0.19
P -0.66 -2.02 -1.11
N -1.20 -1.79 -2.63
N -0.78 -1.24 1.50
C -1.76 -1.60 2.57
O -2.94 -2.21 2.47
F -1.29 -1.35 3.99
C 0.17 -2.40 1.46
O 1.50 -2.38 1.39
F -0.46 -3.76 1.64
H 4.63 -3.20 1.54
H 4.04 -1.47 2.06
H 5.96 -1.85 1.91
H 3.91 -1.12 -0.51
H 5.12 -2.51 -0.85
H 6.29 1.43 -0.99
H 4.66 0.67 -1.54
H 4.51 0.82 1.59
H 5.27 2.48 0.92
H 3.11 2.13 -1.00
H 2.92 3.15 0.57
H 2.46 -0.06 0.70
H 1.77 1.27 1.84
H 0.95 0.36 -1.19
H 0.85 2.19 -0.85
H -2.45 0.97 1.89
H -2.22 2.57 0.98
H -0.05 1.37 3.13
H -0.04 3.12 2.25
H -1.48 2.58 3.40
H -1.01 0.78 -2.02
H 0.24 3.32 -2.96
H -3.14 -1.53 -0.63
H -1.01 -3.41 -0.82
H 0.81 -2.02 -1.22
H -1.85 -0.99 -2.61
C -6.35 0.08 -5.09
C -6.89 -0.96 -4.17
O -5.73 -1.53 -3.60
C -4.81 -0.52 -3.59
O -3.79 -0.54 -2.93
O -5.19 0.51 -4.41
F -7.53 -1.93 -4.87
H -6.08 -0.31 -6.07
H -7.05 0.91 -5.22
H -7.54 -0.58 -3.38
C -5.70 -3.53 2.57
C -5.53 -4.56 3.63
O -6.53 -5.51 3.33
C -6.70 -5.43 1.98
O -7.27 -6.28 1.32
O -6.14 -4.30 1.47
F -5.79 -4.04 4.85
H -6.46 -2.78 2.82
H -4.77 -3.01 2.34
H -4.55 -5.04 3.64
C 9.39 -0.98 4.58
C 9.70 -1.04 3.12
O 8.48 -0.66 2.52
C 7.89 0.17 3.41
O 6.96 0.92 3.15
O 8.46 0.08 4.65
F 9.98 -2.31 2.74
H 8.93 -1.90 4.96
H 10.28 -0.76 5.18
H 10.50 -0.37 2.80
C -4.59 -8.80 0.65
C -3.63 -8.35 1.69
O -3.80 -9.29 2.73
C -4.20 -10.43 2.11
O -4.19 -11.53 2.63
O -4.60 -10.20 0.82
F -3.96 -7.12 2.16
H -5.60 -8.40 0.81
H -4.27 -8.53 -0.36
H -2.58 -8.35 1.37
C 9.05 2.70 -4.59
C 7.99 1.65 -4.73
O 7.16 1.87 -3.61
C 7.27 3.20 -3.34
O 6.50 3.82 -2.63
O 8.35 3.76 -3.98
F 8.52 0.41 -4.62
H 9.87 2.38 -3.94
H 9.46 3.00 -5.56
H 7.40 1.73 -5.64
C -7.80 3.84 -0.96
C -7.63 2.81 0.11
O -8.63 1.86 -0.19
C -8.80 1.93 -1.54
O -9.37 1.09 -2.21
O -8.24 3.07 -2.06
F -7.89 3.33 1.33
H -8.56 4.58 -0.71
H -6.87 4.36 -1.19
H -6.65 2.32 0.11
C 1.68 8.51 -0.88
C 2.65 8.95 0.16
O 2.47 8.02 1.19
C 2.08 6.87 0.57
O 2.09 5.77 1.10
O 1.67 7.10 -0.71
F 2.32 10.18 0.63
H 0.67 8.90 -0.72
H 2.00 8.77 -1.89
H 3.69 8.95 -0.17

Löwdin atomic charge list, values in e, 2 entries: atom 1 (C): -0.09, atom 2 (C): -0.23



Record 12
Formula: C4H11N2O
Source: the OMol25 dataset
Level of theory: ωB97M-V/def2-TZVPD

Output
- Energy relative to the best compared isomer or geometry (same formula, charge and spin): 455.8 kJ/mol
- Frontier orbital gap: 7.415 eV
- E: -343.39055 hartree
- Net charge: +1
- LUMO: -4.201 eV
- Maximum force: 5.563 eV/A

Atoms and positions in Å:
C 1.65 1.98 -0.18
C 0.85 -1.48 0.36
C 0.57 -0.01 0.42
C -1.45 -0.21 -0.63
N 1.32 0.74 -0.40
N -2.13 0.53 0.29
O -1.56 -1.52 -0.74
H 1.35 2.43 0.78
H 2.37 2.59 -0.82
H 0.06 -1.94 1.10
H 1.90 -1.68 0.77
H 0.76 -1.90 -0.70
H 0.25 0.42 1.35
H -1.24 0.31 -1.57
H -2.96 -0.05 0.71
H 1.75 0.23 -1.28
H -2.03 1.50 0.40
H -1.47 -1.93 0.13

Löwdin atomic charge list, values in e, 2 entries: atom 1 (C): 0.07, atom 2 (C): -0.09